## A
# C72H182N12O25

A 13-piece molecular cluster, C72H182N12O25 overall (the ωB97M-V functional and the def2-TZVPD basis, OMol25).

```
291
Properties=species:S:1:pos:R:3:lowdin_charge:R:1
C -4.24928 11.89909 -1.28104 -0.141
O -5.28027 12.82313 -1.18738 -0.195
C -5.14865 13.78065 -0.14706 -0.178
C -6.07777 15.11553 -0.20542 -0.124
N -7.45231 14.86246 0.36480 -0.076
C -8.53225 15.81132 0.10501 -0.166
C -9.00491 15.63464 -1.40835 -0.155
O -9.75509 14.42305 -1.69146 -0.176
C -9.06372 13.23117 -1.64317 -0.147
H -3.26207 12.36078 -1.29998 0.077
H -4.15423 11.36838 -2.22835 0.091
H -4.19472 11.27691 -0.38773 0.089
H -4.13583 14.18348 -0.14144 0.102
H -5.11554 13.24930 0.80407 0.116
H -6.11074 15.44491 -1.24394 0.079
H -5.65818 16.00988 0.25521 0.101
H -7.76271 14.00242 -0.06426 0.040
H -8.26098 16.83797 0.35102 0.107
H -9.39126 15.46726 0.68104 0.089
H -8.15110 15.80983 -2.06290 0.102
H -9.75437 16.36532 -1.71247 0.099
H -9.47984 12.34442 -2.12133 0.085
H -8.97387 12.97703 -0.58703 0.076
H -8.15589 13.22804 -2.24644 0.095
C -9.53210 13.58540 2.65483 -0.090
O -10.43902 13.56864 1.55126 -0.230
C -11.79857 13.36745 1.96494 -0.205
C -12.60070 12.86969 0.74366 -0.180
N -12.65776 11.38923 0.82474 -0.073
C -13.58530 10.60865 -0.01622 -0.165
C -13.28358 10.85280 -1.56975 -0.212
O -13.86879 9.75235 -2.25878 -0.196
C -13.81025 9.76979 -3.69072 -0.097
H -9.75009 14.45018 3.28153 0.087
H -8.60416 13.62896 2.08464 0.071
H -9.55398 12.69978 3.28988 0.071
H -12.14667 14.33926 2.31495 0.092
H -11.92091 12.65100 2.77724 0.118
H -12.11076 13.27088 -0.14354 0.111
H -13.60418 13.27579 0.87096 0.107
H -11.70950 11.14812 0.57416 0.097
H -14.58329 10.99140 0.19735 0.108
H -13.43942 9.54156 0.15156 0.111
H -12.21422 11.03550 -1.67553 0.114
H -13.84418 11.78120 -1.67886 0.079
H -14.72235 10.27336 -4.01102 0.075
H -13.74187 8.71696 -3.96454 0.082
H -12.91798 10.22503 -4.12052 0.078
C -10.19030 18.90423 4.80660 -0.109
O -9.64484 20.17080 4.51019 -0.194
C -8.62816 20.60511 5.42237 -0.189
C -7.69459 21.57064 4.62406 -0.172
N -6.36556 20.88136 4.57711 -0.033
C -5.65605 21.79371 3.71589 -0.268
C -4.26625 21.26661 3.46015 -0.223
O -4.31021 20.05105 2.77765 -0.193
C -4.89164 20.02669 1.46871 -0.073
H -10.72997 18.66873 3.88932 0.058
H -10.98269 18.96059 5.55296 0.074
H -9.46994 18.12286 5.04880 0.085
H -8.08213 19.75426 5.82982 0.109
H -9.08182 21.15310 6.24821 0.111
H -7.76512 22.56770 5.05880 0.117
H -8.08379 21.59621 3.60623 0.103
H -6.38780 19.99207 4.09881 0.112
H -5.72382 22.81652 4.08650 0.114
H -6.15384 21.80495 2.74626 0.088
H -3.90308 20.96913 4.44388 0.125
H -3.61764 22.00568 2.98986 0.118
H -4.85075 19.00164 1.10035 0.083
H -4.19344 20.59675 0.85580 0.093
H -5.92728 20.36446 1.43052 0.057
C -4.56014 15.57409 -5.08222 -0.149
O -4.97631 16.89116 -5.04611 -0.223
C -4.73031 17.55984 -3.78537 -0.163
C -4.69813 19.03450 -4.27496 -0.212
N -6.05546 19.58090 -4.34910 -0.046
C -5.91713 20.89650 -5.15254 -0.145
C -7.37017 21.22470 -5.64377 -0.172
O -7.81684 20.15588 -6.54966 -0.184
C -8.94457 20.53899 -7.25220 -0.155
H -4.75036 15.25757 -6.10776 0.088
H -5.11799 14.83742 -4.50411 0.081
H -3.49141 15.49359 -4.88366 0.086
H -3.76832 17.21132 -3.40957 0.112
H -5.57045 17.17265 -3.20888 0.110
H -4.14440 19.10201 -5.21140 0.113
H -4.17653 19.55908 -3.47442 0.109
H -6.84643 19.01885 -4.62939 0.096
H -5.20730 20.79120 -5.97300 0.108
H -5.58601 21.70168 -4.49667 0.087
H -7.23876 22.14414 -6.21426 0.114
H -8.04402 21.37403 -4.80013 0.118
H -9.82783 20.42938 -6.62297 0.070
H -9.04777 19.87522 -8.11061 0.088
H -9.06872 21.53691 -7.67275 0.086
C -14.18504 19.65703 5.11968 -0.088
O -15.04504 19.07088 4.16864 -0.175
C -16.33720 19.50463 4.35487 -0.273
C -17.28417 19.12645 3.24449 -0.166
N -16.96869 19.88253 2.01998 -0.050
C -17.21716 21.35415 1.94177 -0.168
C -18.58403 21.80126 1.34166 -0.211
O -18.74945 21.80811 -0.09593 -0.217
C -18.51533 20.48024 -0.68816 -0.067
H -14.25187 20.74375 5.06785 0.091
H -13.15113 19.32616 5.02143 0.067
H -14.54057 19.35947 6.10617 0.090
H -16.24779 20.56678 4.58277 0.108
H -16.77336 19.07967 5.25891 0.120
H -18.31395 19.29940 3.55713 0.117
H -17.26717 18.07276 2.96600 0.111
H -16.01145 19.61626 1.83857 0.075
H -16.48264 21.74883 1.23977 0.114
H -17.08658 21.88915 2.88241 0.101
H -18.76748 22.78235 1.77974 0.110
H -19.38084 21.25008 1.84105 0.109
H -18.70288 19.75240 0.10126 0.069
H -17.46812 20.30170 -0.93226 0.059
H -19.20956 20.45710 -1.52817 0.090
C -6.16844 26.66193 -4.10814 -0.156
O -5.46873 25.51827 -4.42043 -0.198
C -5.23442 24.62253 -3.32615 -0.146
C -6.48412 24.17494 -2.41010 -0.201
N -6.47313 24.93374 -1.21721 -0.056
C -5.40893 24.50223 -0.22093 -0.173
C -5.20010 25.54071 0.84699 -0.252
O -4.77360 24.76030 1.96879 -0.219
C -4.23804 25.54510 3.10271 -0.050
H -5.71543 27.22502 -3.29216 0.084
H -7.19719 26.51994 -3.77707 0.077
H -6.20457 27.31034 -4.98356 0.089
H -4.50405 25.23039 -2.79215 0.110
H -4.77185 23.76141 -3.80846 0.100
H -6.55234 23.10265 -2.22668 0.094
H -7.43528 24.51216 -2.82200 0.114
H -7.29799 24.92775 -0.63439 0.066
H -4.39204 24.39625 -0.59883 0.119
H -5.71063 23.61947 0.34283 0.107
H -6.10728 26.06291 1.15104 0.092
H -4.63996 26.38315 0.44123 0.124
H -3.24757 25.12149 3.26887 0.079
H -4.84066 25.22568 3.95296 0.072
H -4.20247 26.61759 2.91139 0.085
C -13.32162 25.00415 0.44325 -0.088
O -12.39506 24.63401 -0.56293 -0.175
C -11.80785 23.37485 -0.54989 -0.231
C -10.67322 23.28211 0.51972 -0.204
N -9.62337 24.26431 0.22304 -0.037
C -8.90812 24.65548 1.47148 -0.152
C -9.81307 25.49726 2.49774 -0.188
O -10.34270 26.69425 1.90283 -0.205
C -9.40320 27.79296 1.93954 -0.072
H -13.55972 26.01634 0.11635 0.099
H -12.82926 25.21444 1.39271 0.072
H -14.18961 24.38887 0.68014 0.079
H -11.47857 23.00524 -1.52100 0.122
H -12.42708 22.51730 -0.28670 0.108
H -10.20169 22.31566 0.34159 0.087
H -11.25934 23.30572 1.43842 0.110
H -10.17387 25.00853 -0.18093 0.094
H -8.08194 25.31577 1.20776 0.063
H -8.60778 23.70804 1.91900 0.110
H -9.28057 25.82171 3.39176 0.106
H -10.45944 24.72476 2.91436 0.101
H -9.76370 28.63593 1.35003 0.092
H -8.40989 27.42070 1.68881 0.071
H -9.37641 28.12267 2.97813 0.081
C -15.58755 17.55951 0.06860 -0.095
O -14.46774 18.21379 0.63554 -0.211
C -13.56572 17.33772 1.27880 -0.201
C -12.24175 18.01206 1.76963 -0.168
N -11.14665 18.07468 0.77192 -0.038
C -11.29727 19.11343 -0.25878 -0.168
C -9.91444 19.35043 -0.89503 -0.177
O -9.05361 20.14381 -0.01348 -0.211
C -8.10610 20.91786 -0.70584 -0.132
H -15.14059 16.95755 -0.72259 0.080
H -16.16812 18.31585 -0.45959 0.074
H -16.17039 16.94375 0.75361 0.078
H -13.25959 16.59049 0.54667 0.117
H -14.11730 16.79748 2.04821 0.091
H -11.91516 17.28503 2.51320 0.102
H -12.44986 18.98676 2.21092 0.112
H -10.20955 18.10619 1.14735 0.089
H -11.39993 20.13614 0.10400 0.102
H -12.11522 18.87108 -0.93725 0.120
H -10.12202 20.06830 -1.68856 0.106
H -9.33148 18.51836 -1.28986 0.103
H -8.39687 21.87772 -1.13270 0.071
H -7.66692 20.36613 -1.53701 0.080
H -7.27101 21.15904 -0.04814 0.064
C -15.80796 14.37728 -7.95577 -0.090
O -15.13235 14.57230 -6.70363 -0.192
C -14.26861 13.51209 -6.41137 -0.262
C -13.63124 13.63189 -5.06052 -0.202
N -14.32300 13.23525 -3.81978 -0.067
C -15.78986 13.60651 -3.83944 -0.185
C -16.54280 13.48082 -2.47841 -0.201
O -17.90773 13.94745 -2.44515 -0.175
C -18.10507 15.33838 -2.95733 -0.071
H -16.33855 13.42562 -7.98615 0.084
H -15.13009 14.28695 -8.80455 0.080
H -16.43654 15.25337 -8.11533 0.090
H -13.44476 13.52341 -7.12498 0.128
H -14.81179 12.56791 -6.37168 0.124
H -13.34889 14.67009 -4.88585 0.120
H -12.75063 12.99088 -5.10230 0.112
H -13.99738 13.57633 -2.92663 0.087
H -16.24579 12.97249 -4.59986 0.114
H -15.74070 14.64395 -4.17017 0.098
H -15.93077 14.08166 -1.80572 0.105
H -16.42655 12.43030 -2.21198 0.118
H -17.20619 15.94725 -2.86044 0.072
H -18.91114 15.86344 -2.44482 0.074
H -18.47879 15.50202 -3.96810 0.077
C -21.90385 13.13416 5.66528 -0.161
O -20.62637 13.22702 6.14448 -0.177
C -19.71383 12.35264 5.49028 -0.189
C -18.24245 12.80586 5.69349 -0.209
N -17.55991 13.24275 4.53801 -0.139
C -18.08981 14.38980 3.88019 -0.150
C -17.23295 14.45247 2.48107 -0.132
O -15.95529 15.16274 2.64758 -0.243
C -14.95277 14.50621 3.44053 -0.098
H -22.04055 13.60926 4.69384 0.087
H -22.63149 13.73320 6.21283 0.085
H -22.28644 12.11849 5.76592 0.092
H -20.01178 12.15020 4.46153 0.119
H -19.73355 11.36499 5.95099 0.112
H -17.61225 12.04107 6.14741 0.117
H -18.06726 13.65644 6.35223 0.118
H -16.58543 13.14425 4.78452 0.090
H -17.85865 15.25705 4.49869 0.116
H -19.13025 14.20479 3.61304 0.115
H -17.77386 15.07641 1.76959 0.098
H -17.15026 13.47635 2.00312 0.113
H -14.03693 15.00316 3.12061 0.056
H -15.00068 13.41743 3.45945 0.093
H -15.11229 14.90969 4.44045 0.086
C -16.04525 22.01928 -4.47964 -0.117
O -16.87920 22.82350 -3.64244 -0.209
C -16.23692 23.15623 -2.35535 -0.145
C -16.98409 24.22906 -1.49348 -0.211
N -17.25745 25.58443 -1.91841 -0.050
C -18.44716 25.50601 -2.76520 -0.208
C -19.22635 26.85419 -2.89944 -0.202
O -19.90065 27.28364 -1.69894 -0.206
C -21.16786 26.61811 -1.46013 -0.091
H -15.77348 21.13230 -3.90736 0.070
H -15.09606 22.47593 -4.76000 0.082
H -16.64660 21.69341 -5.32833 0.087
H -15.17920 23.41453 -2.40638 0.113
H -16.28005 22.20437 -1.82601 0.095
H -16.18303 24.42671 -0.78121 0.094
H -17.82786 23.80170 -0.95170 0.097
H -17.50461 26.03130 -1.04702 0.104
H -19.25729 24.86669 -2.41440 0.103
H -18.00329 25.27284 -3.73304 0.119
H -19.89329 26.83651 -3.76139 0.114
H -18.46492 27.61656 -3.06407 0.114
H -21.03119 25.53672 -1.45413 0.073
H -21.94926 26.93588 -2.15044 0.082
H -21.47473 26.89235 -0.45082 0.082
C -8.90710 11.05581 9.70848 -0.073
O -8.65149 11.54975 8.37613 -0.208
C -9.72849 11.82335 7.51711 -0.243
C -9.22947 12.47758 6.20492 -0.182
N -8.39023 13.69520 6.31949 -0.067
C -8.95671 14.78988 7.00635 -0.201
C -7.72975 15.66267 7.38780 -0.273
O -6.83430 15.04776 8.20787 -0.172
C -5.67269 15.84684 8.37739 -0.096
H -9.18749 10.00249 9.70965 0.084
H -9.49524 11.76427 10.29180 0.087
H -7.88351 11.12025 10.07756 0.086
H -10.60994 12.33409 7.90477 0.112
H -10.06842 10.82531 7.24058 0.114
H -10.06232 12.66167 5.52627 0.097
H -8.57753 11.72590 5.75989 0.115
H -7.54626 13.34499 6.74980 0.101
H -9.49356 14.56242 7.92731 0.119
H -9.50553 15.34492 6.24555 0.113
H -8.15434 16.52255 7.90590 0.120
H -7.09714 15.93402 6.54266 0.117
H -5.49956 16.52839 7.54456 0.082
H -4.74330 15.27741 8.38717 0.085
H -5.66999 16.41575 9.30714 0.087
O -11.68127 20.38024 -4.33091 -0.054
H -11.28253 19.53383 -4.53296 0.029
H -12.62329 20.22342 -4.39611 0.025
```

Calculated values
E_HOMO, hartree: -0.307
Gap between HOMO and LUMO, eV: 8.46

=====

## B
# C72H182N12O25

A 13-piece molecular cluster, C72H182N12O25 overall (the ωB97M-V functional and the def2-TZVPD basis, OMol25).

```
291
Properties=species:S:1:pos:R:3:lowdin_charge:R:1
C -4.25229 -9.20316 -8.62050 -0.118
O -3.53917 -9.42209 -7.43593 -0.211
C -2.76018 -10.61817 -7.33452 -0.176
C -1.63883 -10.37415 -6.25110 -0.204
N -0.81626 -9.21293 -6.44542 -0.080
C 0.19997 -9.03876 -5.43634 -0.205
C 0.82547 -7.63257 -5.56030 -0.216
O -0.11685 -6.63708 -5.22644 -0.201
C 0.29418 -5.30808 -5.17595 -0.117
H -4.66495 -10.16497 -8.92504 0.081
H -3.64666 -8.86536 -9.46144 0.080
H -5.07727 -8.51395 -8.44020 0.086
H -2.37798 -10.97127 -8.29229 0.115
H -3.48334 -11.37053 -7.01974 0.113
H -0.98049 -11.23230 -6.11596 0.116
H -2.12506 -10.35139 -5.27582 0.106
H -1.29898 -8.32751 -6.50120 0.106
H 1.01484 -9.76262 -5.42524 0.119
H -0.35075 -9.11371 -4.49869 0.115
H 1.26769 -7.39058 -6.52673 0.121
H 1.69554 -7.59417 -4.90487 0.114
H -0.34312 -4.68606 -4.54742 0.087
H 0.26074 -4.99701 -6.22008 0.086
H 1.33469 -5.13886 -4.89881 0.084
C -13.31121 11.20130 -24.39235 -0.128
O -14.12268 10.07778 -24.51173 -0.184
C -15.50556 10.19296 -24.36654 -0.230
C -16.14782 8.79811 -24.24745 -0.193
N -15.62648 8.06827 -23.06696 -0.053
C -16.27570 6.76231 -22.90260 -0.216
C -15.71112 5.89384 -21.78049 -0.229
O -14.60137 5.21195 -22.35428 -0.205
C -13.88772 4.53457 -21.29807 -0.099
H -13.07857 11.80949 -25.26647 0.083
H -12.30398 10.79636 -24.29431 0.082
H -13.43451 11.76170 -23.46561 0.091
H -15.94742 10.74090 -25.19878 0.118
H -15.72503 10.77332 -23.47036 0.119
H -15.99019 8.16113 -25.11779 0.114
H -17.21561 9.01234 -24.20278 0.115
H -14.63546 7.93322 -23.20750 0.104
H -16.32368 6.17971 -23.82260 0.114
H -17.32470 6.95482 -22.67758 0.114
H -16.30236 5.06960 -21.38151 0.116
H -15.44098 6.50234 -20.91745 0.119
H -13.35335 5.33509 -20.78649 0.083
H -13.12791 3.86982 -21.70908 0.085
H -14.52764 4.03118 -20.57338 0.081
C -3.28496 -1.33899 -14.41546 -0.092
O -3.41880 -2.46386 -15.33596 -0.200
C -2.21832 -3.08276 -15.80578 -0.209
C -1.60838 -3.86014 -14.62461 -0.215
N -0.56611 -4.74149 -15.12081 -0.068
C -0.14600 -5.82181 -14.18398 -0.208
C -1.16419 -6.75464 -13.66586 -0.275
O -0.60255 -7.78599 -12.88490 -0.173
C -0.32396 -7.30580 -11.52328 -0.075
H -2.64956 -0.53900 -14.79544 0.077
H -2.78228 -1.50961 -13.46346 0.071
H -4.26861 -0.89155 -14.27294 0.083
H -1.52711 -2.38757 -16.28227 0.114
H -2.44705 -3.70942 -16.66781 0.119
H -2.45163 -4.42970 -14.23390 0.118
H -1.20245 -3.22897 -13.83407 0.113
H 0.24725 -4.23288 -15.43682 0.108
H 0.34913 -5.34093 -13.34036 0.104
H 0.60573 -6.43182 -14.68486 0.127
H -1.72670 -7.17623 -14.49890 0.131
H -1.94996 -6.30353 -13.05990 0.111
H 0.24357 -6.37995 -11.42937 0.075
H 0.20025 -8.08313 -10.96735 0.085
H -1.25581 -7.16807 -10.97482 0.076
C -20.23359 -9.12042 -22.77886 -0.127
O -19.57566 -7.88788 -22.83056 -0.206
C -18.95295 -7.61965 -24.07187 -0.189
C -18.14149 -6.23014 -23.96154 -0.176
N -18.95433 -4.98833 -23.86355 -0.056
C -18.17051 -3.72770 -23.91997 -0.203
C -17.41406 -3.44347 -22.63448 -0.229
O -18.35498 -3.26712 -21.57588 -0.211
C -18.01288 -2.46757 -20.43424 -0.085
H -21.01226 -9.17162 -23.53988 0.085
H -20.73920 -9.05914 -21.81516 0.090
H -19.57431 -9.98731 -22.82293 0.086
H -19.71647 -7.47905 -24.83697 0.115
H -18.21006 -8.38526 -24.29551 0.112
H -17.36569 -6.17357 -24.72511 0.107
H -17.55535 -6.21819 -23.04262 0.098
H -19.23188 -5.00181 -22.89253 0.084
H -18.81397 -2.88194 -24.16228 0.113
H -17.40783 -3.76604 -24.69778 0.111
H -16.87137 -2.50846 -22.77352 0.115
H -16.68169 -4.22255 -22.42291 0.115
H -19.01104 -2.32331 -20.02074 0.087
H -17.63727 -1.47720 -20.69152 0.082
H -17.36308 -3.00492 -19.74351 0.085
C -23.77346 3.70877 -13.29911 -0.104
O -22.69014 3.90693 -14.21810 -0.173
C -22.50734 2.74350 -15.01494 -0.264
C -21.39433 2.90356 -15.95366 -0.246
N -20.03395 2.76797 -15.38339 -0.049
C -18.95877 3.01077 -16.38982 -0.178
C -17.61198 2.50340 -15.76909 -0.219
O -17.53644 1.08335 -15.67632 -0.195
C -16.51813 0.57347 -14.81365 -0.108
H -24.65684 3.52693 -13.91121 0.081
H -24.05430 4.60621 -12.74791 0.081
H -23.58552 2.93220 -12.55768 0.087
H -23.35173 2.65452 -15.69845 0.123
H -22.28590 1.79665 -14.52247 0.133
H -21.55527 3.82794 -16.50838 0.117
H -21.47116 2.18902 -16.77319 0.121
H -19.87493 3.31337 -14.54832 0.106
H -18.83157 4.07580 -16.58385 0.107
H -19.19398 2.50295 -17.32519 0.113
H -17.56227 2.98418 -14.79212 0.110
H -16.75135 2.80678 -16.36523 0.113
H -15.53583 0.70575 -15.26717 0.082
H -16.72356 -0.45236 -14.50773 0.083
H -16.47352 1.04803 -13.83339 0.078
C -4.72334 -6.04517 -2.87670 -0.125
O -5.73778 -5.08457 -3.02919 -0.215
C -5.68550 -4.08570 -4.11411 -0.184
C -4.55602 -3.06119 -4.04927 -0.191
N -4.54363 -2.18154 -2.84664 -0.041
C -5.77051 -1.36483 -2.72645 -0.216
C -5.78946 -0.46062 -1.46167 -0.189
O -6.00822 -1.18142 -0.25592 -0.208
C -7.08026 -2.05485 -0.11711 -0.128
H -5.08247 -6.87129 -2.26297 0.088
H -3.79501 -5.66771 -2.44792 0.077
H -4.45689 -6.40612 -3.87008 0.082
H -6.70469 -3.70720 -4.19218 0.111
H -5.61699 -4.65914 -5.03855 0.109
H -4.62600 -2.35897 -4.87999 0.114
H -3.63072 -3.63018 -4.13969 0.106
H -4.44458 -2.75768 -2.02302 0.099
H -6.71558 -1.90730 -2.70054 0.095
H -5.85481 -0.63264 -3.52951 0.116
H -6.67531 0.17363 -1.49451 0.115
H -4.86147 0.11116 -1.46162 0.122
H -7.28649 -2.18742 0.94496 0.087
H -6.79783 -3.05940 -0.43210 0.084
H -7.96558 -1.63122 -0.59129 0.091
C -11.07355 2.75483 -14.33425 -0.079
O -11.58028 2.08108 -13.15073 -0.183
C -10.61328 1.27709 -12.55522 -0.261
C -11.05513 0.63273 -11.24901 -0.217
N -12.16859 -0.25398 -11.51878 -0.047
C -12.65562 -0.97320 -10.36212 -0.214
C -13.60214 -2.10718 -10.74575 -0.235
O -12.93213 -3.06410 -11.52435 -0.212
C -13.25627 -4.42798 -11.18944 -0.088
H -11.09256 2.06721 -15.17979 0.077
H -10.05685 3.13700 -14.24276 0.081
H -11.83401 3.51815 -14.49902 0.087
H -9.75190 1.90991 -12.34151 0.120
H -10.39508 0.41635 -13.18737 0.113
H -11.33475 1.37708 -10.50345 0.122
H -10.20608 0.07312 -10.85652 0.112
H -11.78628 -0.88099 -12.21217 0.098
H -13.23120 -0.40836 -9.62880 0.120
H -11.85563 -1.42126 -9.77276 0.112
H -14.52616 -1.82182 -11.24860 0.126
H -13.82182 -2.56191 -9.77980 0.112
H -12.87050 -5.19574 -11.86012 0.081
H -14.33719 -4.55305 -11.25339 0.084
H -12.86277 -4.67014 -10.20223 0.083
C -9.53760 -5.64174 -9.15667 -0.109
O -9.39899 -5.17167 -10.49485 -0.201
C -8.56341 -4.01349 -10.67873 -0.193
C -8.30748 -3.87284 -12.22040 -0.205
N -9.57252 -3.44783 -12.84891 -0.050
C -9.35745 -3.68176 -14.30562 -0.196
C -10.48905 -2.87859 -15.01786 -0.150
O -10.47318 -3.14831 -16.48388 -0.210
C -11.29300 -2.35425 -17.28854 -0.143
H -8.60266 -5.98005 -8.70997 0.076
H -10.21087 -6.49726 -9.10295 0.086
H -9.82667 -4.84676 -8.46924 0.082
H -7.58012 -4.17520 -10.23702 0.108
H -8.88345 -3.08454 -10.20680 0.114
H -7.93246 -4.82234 -12.60239 0.111
H -7.53809 -3.15392 -12.50202 0.113
H -10.30338 -4.07225 -12.53897 0.089
H -9.43564 -4.72705 -14.60456 0.115
H -8.35829 -3.35391 -14.59252 0.113
H -10.30654 -1.81711 -14.85037 0.105
H -11.43694 -3.16336 -14.56125 0.115
H -12.32039 -2.54747 -16.97995 0.085
H -11.21039 -2.59657 -18.34805 0.078
H -11.09941 -1.28268 -17.23991 0.078
C -14.16004 -11.96559 -9.16533 -0.097
O -13.93017 -13.33697 -9.51201 -0.208
C -13.17380 -14.04474 -8.50218 -0.213
C -13.09945 -15.48392 -9.01505 -0.209
N -14.47852 -16.03866 -8.99614 -0.059
C -14.53433 -17.44325 -9.50000 -0.182
C -16.02918 -17.94430 -9.46609 -0.192
O -16.81420 -17.49145 -10.60994 -0.212
C -18.18936 -17.91813 -10.51456 -0.112
H -14.58410 -11.48510 -10.04702 0.088
H -13.17786 -11.53815 -8.96354 0.079
H -14.79230 -11.82148 -8.28922 0.085
H -13.53720 -13.92356 -7.48172 0.122
H -12.14549 -13.68389 -8.48077 0.111
H -12.47284 -16.12185 -8.39175 0.114
H -12.70213 -15.50679 -10.02980 0.115
H -14.95929 -15.38533 -9.59791 0.095
H -13.90276 -18.09151 -8.89255 0.108
H -14.16479 -17.62097 -10.50993 0.109
H -16.51895 -17.53349 -8.58323 0.110
H -16.06578 -19.03365 -9.47523 0.109
H -18.74875 -17.59388 -11.39208 0.081
H -18.66930 -17.43428 -9.66389 0.081
H -18.31007 -19.00128 -10.49686 0.080
C -9.17480 -16.97514 -19.25093 -0.111
O -9.58050 -16.67906 -17.91723 -0.173
C -9.26007 -15.38310 -17.47622 -0.234
C -9.80519 -15.24733 -16.03489 -0.209
N -9.55307 -13.87106 -15.54908 -0.054
C -10.06752 -13.66847 -14.17598 -0.204
C -9.58864 -12.35830 -13.52716 -0.227
O -10.26080 -11.19853 -14.02296 -0.195
C -9.71386 -9.97984 -13.52887 -0.112
H -9.04877 -18.02915 -19.49848 0.080
H -8.16457 -16.64615 -19.49445 0.078
H -9.85302 -16.58493 -20.00977 0.083
H -9.74967 -14.55659 -17.99127 0.121
H -8.19062 -15.20938 -17.35707 0.123
H -9.25778 -15.89488 -15.34996 0.118
H -10.87162 -15.47224 -16.05000 0.118
H -10.19865 -13.31976 -16.09625 0.100
H -9.84774 -14.44364 -13.44189 0.114
H -11.15597 -13.63966 -14.12556 0.116
H -8.52300 -12.21575 -13.70658 0.114
H -9.66267 -12.40879 -12.44085 0.112
H -8.65384 -9.92635 -13.77705 0.077
H -9.76745 -10.00310 -12.44044 0.081
H -10.09167 -9.04089 -13.93350 0.085
C -16.18994 -1.24143 0.56813 -0.137
O -15.50039 -1.82977 -0.50569 -0.190
C -14.27526 -2.46587 -0.06454 -0.202
C -13.57210 -3.12606 -1.25096 -0.214
N -12.24781 -3.51093 -0.86282 -0.085
C -11.43266 -3.95682 -1.95860 -0.203
C -11.86510 -5.32421 -2.54978 -0.233
O -12.92274 -5.16599 -3.49526 -0.206
C -13.47389 -6.47050 -3.85506 -0.091
H -17.13509 -0.81020 0.23827 0.084
H -15.61518 -0.43056 1.01561 0.084
H -16.49208 -1.98064 1.31000 0.083
H -14.55648 -3.30628 0.57006 0.117
H -13.63249 -1.76685 0.47055 0.122
H -13.62863 -2.40724 -2.06840 0.132
H -14.09741 -4.03999 -1.52824 0.114
H -12.08640 -4.08835 -0.05003 0.118
H -10.39713 -4.07112 -1.63814 0.113
H -11.59354 -3.26394 -2.78452 0.118
H -11.98322 -6.04195 -1.73799 0.117
H -11.10108 -5.76097 -3.19291 0.111
H -13.84778 -7.16940 -3.10682 0.086
H -12.82708 -7.04294 -4.51992 0.076
H -14.25010 -6.06826 -4.50607 0.087
C -5.17066 -4.43667 -20.74239 -0.161
O -4.82465 -5.60109 -20.11396 -0.206
C -5.74803 -6.02748 -19.06059 -0.155
C -5.22175 -7.38455 -18.44434 -0.197
N -5.20138 -8.57593 -19.30938 -0.078
C -4.82110 -9.75971 -18.48312 -0.185
C -4.99911 -10.97135 -19.45627 -0.239
O -4.53958 -12.15154 -18.86662 -0.176
C -4.62534 -13.21545 -19.77351 -0.126
H -4.81631 -3.55381 -20.21033 0.087
H -6.23378 -4.42576 -20.98272 0.085
H -4.68126 -4.47385 -21.71563 0.087
H -6.74206 -6.17050 -19.48432 0.112
H -5.74510 -5.29675 -18.25181 0.114
H -5.90012 -7.55221 -17.60778 0.111
H -4.19869 -7.28029 -18.08300 0.111
H -4.54857 -8.61565 -20.07904 0.100
H -5.40594 -9.80921 -17.56462 0.113
H -3.79638 -9.66117 -18.12491 0.111
H -4.43331 -10.70978 -20.35044 0.113
H -6.03738 -11.03625 -19.78164 0.121
H -4.38530 -14.12216 -19.21820 0.089
H -3.97155 -13.09417 -20.63720 0.088
H -5.65039 -13.35920 -20.11512 0.083
O -11.34561 -5.85966 -20.05554 -0.051
H -10.92675 -5.18782 -19.51756 0.017
H -10.71812 -6.58236 -20.06857 0.029
```

Calculated values
E_HOMO, hartree: -0.312
Gap between HOMO and LUMO, eV: 8.52

=====

Short version: A is the least stable of them.